Entry 1:
Entry from the OMol25 dataset: the molecule C11H13BO3 in a non-equilibrium geometry (ωB97M-V/def2-TZVPD).

```
! wB97M-V def2-TZVPD RIJCOSX def2/J DEFGRID3
* xyz 0 1
B -0.9643 -1.3358 0.2207
C 3.4607 0.4645 -0.5746
C 3.4179 -0.9147 -0.7031
C 2.4650 1.1238 0.0513
C 2.3561 -1.5463 -0.1819
C 1.3942 0.4501 0.6329
C 1.3650 -0.8865 0.5563
C 0.2815 1.1899 1.3439
C -1.0254 1.1245 0.9704
C 0.2243 -1.5538 1.2927
C -1.4700 0.1096 -0.1295
C -3.7519 0.9815 -0.2855
O -1.1811 0.4841 -1.4578
O -1.1892 -2.2466 -0.7424
O -2.8802 -0.0616 -0.0166
H 4.3561 0.9737 -0.6889
H 4.2395 -1.4953 -1.1526
H 2.5393 2.2597 -0.0045
H 2.2167 -2.5116 -0.5611
H 0.6495 1.8529 2.1791
H -1.7838 1.6114 1.5335
H 0.5597 -2.5567 1.4411
H 0.1736 -1.0183 2.2253
H -3.4912 1.3685 -1.3901
H -3.7137 1.7723 0.5654
H -4.6971 0.3910 -0.4267
H -1.5649 -0.2460 -2.1075
H -1.1464 -3.1673 -0.5762
*
```

Output
- HOMO-LUMO gap: 9.35 eV
- SMILES: CO[C@@]1(O)C=Cc2ccccc2CB1O
- Total energy: -18435.40570 eV

***

Entry 2:
Entry from the OMol25 dataset: a structure of composition C11H13BrDy in a non-equilibrium geometry (ωB97M-V/def2-TZVPD).

```
! wB97M-V def2-TZVPD RIJCOSX def2/J DEFGRID3
* xyz -1 6
C -1.1233 -1.5074 -1.2784
C 0.0322 -1.7797 -2.0679
C 0.9869 -2.4731 -1.2355
H 0.1736 -1.4632 -3.0952
C 0.4076 -2.5995 0.0680
C -0.8941 -2.0071 0.0409
H -1.6098 -1.9672 0.8557
H -2.0538 -1.0706 -1.6124
H 2.0175 -2.7158 -1.5145
H 0.8858 -3.0004 0.9583
Dy 1.1317 -0.1422 -0.5114
Br 2.1688 1.1871 -2.4623
C -0.4018 2.6458 1.1045
C -1.2556 1.6418 1.6637
C -2.0827 1.1374 0.6184
H -1.2308 1.2748 2.6955
C -1.7277 1.8119 -0.5915
C -0.6890 2.7481 -0.2882
H -0.2030 3.4111 -1.0010
H 0.3642 3.2082 1.6480
H -2.8301 0.3481 0.7102
H -2.1615 1.6289 -1.5785
C 2.3184 -0.0848 1.5192
H 3.3020 0.2647 1.1039
H 2.4553 -1.1080 1.9269
H 2.0194 0.6113 2.3234
*
```

Output
- HOMO-LUMO gap (spin up / spin down): 6.47 / 6.49 eV
- ⟨S²⟩: 9.3455
- Total energy: -105745.49149 eV

***

Entry 3:
Entry from the OMol25 dataset: a structure of composition C11H13BrMgO in a non-equilibrium geometry (ωB97M-V/def2-TZVPD).

```
! wB97M-V def2-TZVPD RIJCOSX def2/J DEFGRID3
* xyz -2 1
C -1.8774 -0.8538 -0.5213
C -2.0060 -1.3984 0.8023
C -2.2742 -0.2957 1.6864
H -2.0831 -2.4668 1.0734
C -2.2135 0.9266 0.9327
C -1.9919 0.5882 -0.4308
H -2.0008 1.2320 -1.3067
H -1.7297 -1.4314 -1.4489
H -2.5666 -0.3749 2.7539
H -2.4067 1.9167 1.3756
Mg 0.7232 -0.2999 0.3318
Br 2.3068 -2.2870 0.9738
C 2.0350 0.7032 -1.5453
C 1.0361 1.5121 -2.1583
C 0.0823 0.6528 -2.7577
H 1.0436 2.5961 -2.2119
C 0.4873 -0.6883 -2.5254
C 1.7192 -0.6608 -1.8279
H 2.3457 -1.5091 -1.6002
H 2.9049 1.0242 -0.9854
H -0.7807 0.9631 -3.3400
H -0.0427 -1.5863 -2.8238
C 1.5071 0.3676 3.0982
O 0.4429 0.7572 2.2774
H 1.4063 0.9580 4.0372
H 2.5676 0.3512 2.7347
H 1.3652 -0.6966 3.4064
*
```

Output
- HOMO-LUMO gap: 5.69 eV
- Total energy: -89153.02898 eV

***

Entry 4:
Entry from the OMol25 dataset: a structure of composition C11H13CaN4O5 in a non-equilibrium geometry (ωB97M-V/def2-TZVPD).

```
! wB97M-V def2-TZVPD RIJCOSX def2/J DEFGRID3
* xyz 1 1
O 0.4666 -2.9611 -5.9945
C 1.2075 -2.4251 -5.3118
Ca 1.7472 -0.5117 -0.7147
C 3.9248 2.1471 -0.7974
O 2.8933 1.2844 -0.7710
C 5.2056 1.6152 -1.0781
O 5.7565 0.5919 -1.2545
C 3.6607 3.4140 -1.3541
O 2.8886 4.1315 -1.8622
C 4.1458 -1.6291 -0.1336
O 5.1301 -1.8109 0.4288
H 1.1878 -1.2031 -2.1261
C -1.4024 -0.9886 -0.4888
N -0.3538 -0.1400 0.2431
C -0.2791 -0.6757 1.6579
N -1.5895 -0.6636 2.3424
C -2.5482 -1.4814 1.5662
N -2.7141 -0.9714 0.1837
C -3.1871 0.4330 0.2688
N -2.2399 1.2876 1.0134
C -0.9247 1.2571 0.3381
C -2.0937 0.7303 2.3748
H -1.0267 -2.0243 -0.5338
H -1.5093 -0.5815 -1.5064
H 0.4160 -0.0372 2.2265
H 0.0926 -1.7142 1.6192
H -3.5234 -1.4565 2.0738
H -2.1704 -2.5123 1.5177
H -3.2910 0.8313 -0.7502
H -4.1572 0.4491 0.7867
H -0.2204 1.8740 0.9159
H -1.0433 1.6515 -0.6822
H -3.0745 0.7415 2.8723
H -1.3744 1.3478 2.9303
*
```

Output
- HOMO-LUMO gap: 4.98 eV
- Total energy: -46242.47801 eV

***

Entry 5:
Entry from the OMol25 dataset: the molecule C11H13Cl2NO2S (ωB97M-V/def2-TZVPD).

```
! wB97M-V def2-TZVPD RIJCOSX def2/J DEFGRID3
* xyz 0 1
O 4.0715 -0.5566 1.9390
S 3.2446 -0.9686 0.8375
O 3.8782 -1.6217 -0.2739
C 2.3135 0.4635 0.2167
C 1.2541 -0.0658 -0.7473
N 0.3129 -0.9957 -0.1634
C 0.9266 -2.2182 0.2988
C 1.9118 -2.0416 1.4518
H 2.3635 -2.9842 1.7458
H 1.4788 -1.5509 2.3183
H 1.4768 -2.6505 -0.5419
H 0.1315 -2.9143 0.5840
C -0.6362 -0.3955 0.7580
C -1.5528 0.5557 0.0328
C -1.8732 1.7987 0.5606
C -2.7292 2.6514 -0.1135
C -3.2712 2.2730 -1.3313
C -2.9504 1.0287 -1.8703
C -2.0991 0.1779 -1.1872
H -1.8450 -0.7822 -1.6066
Cl -3.6108 0.5411 -3.3843
Cl -4.3319 3.3401 -2.1694
H -2.9793 3.6161 0.2984
H -1.4567 2.1085 1.5073
H -1.2409 -1.2073 1.1753
H -0.1624 0.1318 1.6006
H 1.7719 -0.5849 -1.5584
H 0.6857 0.7656 -1.1745
H 3.0206 1.1167 -0.2855
H 1.8972 0.9690 1.0825
*
```

Output
- HOMO-LUMO gap: 9.77 eV
- SMILES: O=S1(=O)CCN(Cc2ccc(Cl)c(Cl)c2)CC1
- Total energy: -53082.91321 eV

***

Entry 6:
Entry from the OMol25 dataset: a structure of composition C11H13ClMoO3S in a non-equilibrium geometry (ωB97M-V/def2-TZVPD).

```
! wB97M-V def2-TZVPD RIJCOSX def2/J DEFGRID3
* xyz 0 3
C 1.6417 1.5221 1.8766
C 1.5650 2.4724 0.7979
C 1.9633 1.7936 -0.4141
H 1.3237 3.5089 0.9782
C 2.2808 0.4425 -0.0510
C 2.0892 0.2744 1.3593
H 2.5487 -0.5270 1.9561
H 1.6769 1.7397 2.9399
H 1.9667 2.1861 -1.4198
H 2.6980 -0.3374 -0.6673
Mo 0.0511 0.9345 0.2629
Cl -1.2908 1.1161 2.1936
C -2.2438 0.4670 -0.5281
C -1.4043 0.0870 -1.6312
C -0.7600 1.2808 -2.1178
H -1.4219 -0.8786 -2.1488
C -1.2381 2.3957 -1.3478
C -2.1553 1.8930 -0.3655
H -2.7918 2.4942 0.2823
H -2.8974 -0.2024 0.0288
H -0.2545 1.3298 -3.0786
H -1.1701 3.4525 -1.6260
C -0.4600 -3.7697 1.1634
S -0.0516 -3.1785 -0.4702
O 1.4064 -3.0229 -0.5070
O -0.6136 -4.0456 -1.4968
O -0.7665 -1.8672 -0.3669
H -0.4139 -2.9056 1.8375
H 0.2106 -4.5517 1.5245
H -1.4885 -4.1038 1.0358
*
```

Output
- HOMO-LUMO gap (spin up / spin down): 7.08 / 6.84 eV
- ⟨S²⟩: 2.0323
- Total energy: -42971.81270 eV

***

Q: The highest total energy belongs to which entry?
A: C11H13BO3